# 1
This record from the Open Molecules 2025 dataset describes a structure of composition C26H45BiCl3O2P2. The level of theory is wB97M-V/def2-TZVPD.

Summary:
2S+1 ... 1
Gap between HOMO and LUMO (alpha / beta) ... 6.211 / 5.363 eV
Calculated total energy ... -93763.3600 eV
HOMO (alpha / beta) ... -0.379 / -0.369 hartree
Charge ... +1

Structure (XYZ):
```
79
Properties=species:S:1:pos:R:3:forces:R:3
Bi -0.44948 -0.42653 0.25116 1.1228 1.0842 -0.9180
C 2.45067 -0.37273 -0.88449 -0.2165 1.5629 0.2937
C 1.68685 -0.88071 -1.98780 0.2469 0.8698 -0.2141
C 1.25164 1.38421 -1.79157 -1.5560 -1.3732 -2.4132
C 2.22242 1.03965 -0.80440 1.4255 -2.5962 0.9959
C 0.93873 0.20290 -2.53958 0.2506 0.8996 0.8514
C 3.41213 -1.16391 -0.06375 0.5308 -0.2333 0.1394
H 3.07239 -2.19128 0.12594 -0.0361 0.1396 -0.1387
H 3.59563 -0.71612 0.92109 -0.0220 0.0086 -0.2447
H 4.39185 -1.25026 -0.56296 -0.2240 -0.0135 0.1902
C 2.99873 2.01094 0.00606 -0.0200 0.2378 0.2942
H 3.67092 1.52062 0.71706 -0.0798 0.0191 -0.2177
H 2.34923 2.68234 0.58191 0.0636 -0.0781 -0.2225
H 3.61431 2.64970 -0.64861 -0.1866 -0.1616 0.1275
C 0.73113 2.73447 -2.10159 -0.0702 0.6188 0.2177
H 1.27128 3.20692 -2.94108 -0.0794 -0.2271 0.2203
H 0.77282 3.40678 -1.23333 0.1290 -0.2437 -0.3553
H -0.32901 2.70493 -2.38588 0.1909 -0.1091 -0.0976
C 0.10308 0.14152 -3.77118 -0.2426 0.1179 -0.4861
H 0.72013 0.26533 -4.67757 -0.2228 -0.0249 0.2308
H -0.65768 0.93247 -3.79193 0.2422 -0.0941 -0.0040
H -0.43441 -0.80777 -3.88045 0.1216 0.0584 0.0676
C 1.78428 -2.24660 -2.56823 -0.2235 -0.3528 -0.0424
H 2.71390 -2.36634 -3.15138 -0.2732 0.0611 0.1994
H 0.93605 -2.46672 -3.22763 0.2818 0.1737 0.0267
H 1.77441 -3.03246 -1.80232 0.1845 0.1514 0.0041
C -1.61900 -3.30621 0.66648 0.5655 -0.7221 0.3967
C -0.44034 -3.73294 0.16135 -0.6719 0.2202 0.5484
C -0.32230 -4.99416 -0.64891 0.5277 -0.3969 -0.0504
C -0.90228 -4.99699 -2.10355 0.1371 -0.2675 -0.3824
C -1.60333 -3.75230 -2.59400 -0.2395 0.1434 -0.0298
C -2.77430 -3.34592 -2.08586 0.2605 -0.0170 -0.1805
C -3.49166 -4.11319 -1.00254 -0.4232 -0.0430 -0.1247
C -2.90388 -4.05932 0.44325 -0.4903 -0.0950 0.4815
H -0.79455 -5.83173 -0.09687 0.1495 0.4845 -0.1391
H -1.60676 -5.84646 -2.15531 0.2284 0.3254 -0.1380
H 0.75077 -5.26153 -0.70968 -0.5310 0.1310 0.0323
H -2.77093 -5.10523 0.78783 0.0332 0.4917 -0.1002
H -1.69623 -2.51021 1.43764 0.2990 -0.4892 -0.7050
H 0.51437 -3.24208 0.40300 -0.4375 0.0287 0.0218
H -3.67337 -3.63123 1.11201 0.3432 -0.1982 -0.2784
H -4.53347 -3.74656 -0.96860 0.4256 -0.2775 0.0291
H -3.30860 -2.47810 -2.49594 0.3889 -0.2943 0.0424
H -3.54479 -5.17941 -1.28758 -0.0271 0.4416 -0.0348
H -0.08266 -5.22977 -2.80649 -0.3750 0.0486 0.3362
H -1.14180 -3.24528 -3.45583 -0.3630 -0.0596 0.5138
P 0.68003 -0.43915 2.71236 -0.0886 0.6403 1.2225
C 1.99879 0.73612 3.18068 0.1196 0.1611 -0.3049
H 2.12238 0.74901 4.27168 -0.0769 -0.1795 -0.2134
H 1.74795 1.74945 2.85100 -0.0816 -0.3659 0.0509
H 2.94568 0.45213 2.70713 -0.1946 -0.0353 0.1619
C -0.69132 -0.04964 3.85465 -0.0570 -0.0733 0.0886
H -0.32868 0.00212 4.88890 -0.0927 -0.0638 -0.1832
H -1.47724 -0.81151 3.77692 0.1947 0.0716 0.0644
H -1.11418 0.92423 3.58102 0.2164 -0.1681 -0.0220
C 1.34465 -2.06470 3.24910 -0.1304 -0.1535 -0.3573
H 0.57139 -2.83869 3.16750 0.1125 0.1679 0.0746
H 1.71322 -2.02102 4.28364 -0.1611 0.1128 -0.2748
H 2.17265 -2.35999 2.58993 -0.1457 0.1409 0.1825
P -2.69513 0.93453 -0.35940 -1.0694 1.1300 0.5541
C -3.13995 0.87485 -2.13796 0.3300 -0.2874 -0.0991
H -4.22744 0.82855 -2.27343 0.2132 0.0960 0.1416
H -2.69057 -0.00526 -2.61338 -0.1241 0.1195 0.0660
H -2.73867 1.76782 -2.64187 -0.1542 -0.2676 0.2661
C -4.01196 0.06146 0.57125 -0.1157 -0.1974 -0.0482
H -4.26929 -0.87744 0.06030 -0.0234 0.2399 0.1325
H -4.89952 0.69568 0.69361 0.1361 -0.2051 -0.2051
H -3.64725 -0.19591 1.57467 -0.0152 0.1220 -0.2355
C -2.96129 2.68938 0.08854 0.4091 0.0586 0.1788
H -3.94271 3.06207 -0.24395 0.2654 -0.3348 0.0176
H -2.15660 3.30975 -0.33175 -0.1805 -0.1796 0.0532
H -2.87651 2.78937 1.17894 -0.0788 -0.0691 -0.2515
Cl -0.38804 5.97138 2.64908 0.1889 -0.3284 0.1162
C 0.29723 4.34987 2.74730 -0.0791 -0.6901 -0.6965
Cl 2.09107 4.42492 2.79776 -0.2702 0.1180 0.1437
Cl -0.30753 3.52618 4.20502 0.1160 0.1495 -0.0796
C -0.04090 3.50242 1.41003 -0.8269 -0.0026 -1.1502
O -0.13289 4.20952 0.38760 0.1923 -1.0737 1.5865
O -0.20558 2.22789 1.51424 0.3342 1.3969 0.2759
```
Positions in Å, forces in eV/Å.

***

# 2
This record from the Open Molecules 2025 dataset describes a structure of composition C26H45Cl3GaO2P2. The level of theory is wB97M-V/def2-TZVPD.

Summary:
2S+1 ... 1
Gap between HOMO and LUMO (alpha / beta) ... 4.109 / 3.774 eV
Calculated total energy ... -140294.7237 eV
HOMO (alpha / beta) ... -0.378 / -0.379 hartree
Charge ... +1

Structure (XYZ):
```
79
Properties=species:S:1:pos:R:3:forces:R:3
Ga -0.61993 -0.77166 -2.17026 2.9031 2.6615 1.4857
C 2.67487 -1.29586 0.54943 0.3710 0.6928 0.5743
C 2.49845 -1.28536 -0.86305 -1.3148 0.5891 -0.7135
C 2.98993 0.85868 -0.18760 0.3211 -0.0712 0.6337
C 2.99714 0.02613 0.96444 0.0932 -0.4132 -0.4953
C 2.66740 0.05078 -1.31533 -0.8271 -0.6559 -0.1147
C 2.61842 -2.49230 1.41085 -0.1918 -0.3409 0.3682
H 1.85477 -3.20143 1.05890 0.2225 0.1322 0.0996
H 2.38121 -2.22114 2.44911 0.0800 -0.0980 -0.3186
H 3.58394 -3.02688 1.42047 -0.2401 0.1509 -0.0353
C 3.39496 0.43873 2.32146 -0.2330 0.2021 0.3971
H 2.97104 -0.22982 3.07723 0.0955 0.1326 -0.0666
H 3.05141 1.45926 2.52878 0.0840 -0.1000 -0.0156
H 4.48986 0.42355 2.43534 -0.1763 -0.0011 -0.0751
C 3.34603 2.28609 -0.19653 -0.0669 0.3960 -0.1915
H 4.41877 2.42538 0.01709 -0.2513 -0.0635 -0.0091
H 2.78449 2.82624 0.58614 0.0930 -0.1476 -0.0483
H 3.13481 2.74296 -1.17025 0.1208 -0.0332 0.2050
C 2.62162 0.49487 -2.72592 0.1774 0.2480 -0.7687
H 3.55731 0.23599 -3.24955 -0.1685 0.1617 0.1420
H 2.49529 1.58213 -2.79350 -0.0055 -0.3110 -0.0527
H 1.79514 0.02171 -3.28061 0.4612 0.1721 0.1088
C 2.29208 -2.48507 -1.69831 0.2671 -0.6276 -0.5038
H 3.21389 -3.08799 -1.76043 -0.2197 0.0791 0.0697
H 2.00671 -2.22159 -2.72470 0.1159 -0.0721 0.1999
H 1.51212 -3.13854 -1.28451 0.2194 0.0501 -0.0522
C -2.25065 -1.39808 -1.07410 -0.7025 -2.2718 0.6742
C -1.24103 -2.41204 -1.20992 -1.9032 -0.7461 1.3339
C -1.42649 -3.55636 -2.19094 0.2141 -0.4235 -0.1839
C -1.07286 -3.24824 -3.67459 0.5338 -0.2981 0.2393
C -0.82949 -1.77182 -3.95159 -0.7806 -0.4983 -1.7811
C -1.86592 -0.80319 -3.78031 -0.8602 -0.4551 -1.4752
C -3.28821 -1.22612 -3.42744 -0.3801 0.3418 0.2137
C -3.51470 -1.48142 -1.91244 -0.3770 0.4980 -0.1514
H -2.45790 -3.92688 -2.14892 0.1218 0.1894 0.1955
H -1.87176 -3.66664 -4.32200 0.4281 0.4508 0.1321
H -0.78737 -4.38819 -1.85682 -0.2595 0.3035 -0.0751
H -3.99957 -2.46415 -1.78898 0.2846 0.2366 0.1985
H -2.35944 -0.85792 -0.13174 0.6728 0.1299 -0.1497
H -0.58238 -2.62582 -0.36535 -0.0705 0.5171 -0.0566
H -4.23707 -0.73656 -1.54056 0.3755 -0.2940 -0.0408
H -3.96498 -0.40977 -3.74160 0.3515 -0.4510 0.0734
H -1.80923 0.12604 -4.35202 0.3650 -0.1690 0.1538
H -3.58604 -2.12453 -3.99480 0.3184 0.3473 0.0317
H -0.14280 -3.79440 -3.91886 -0.4898 0.3067 -0.0076
H -0.09682 -1.59264 -4.75267 0.0169 0.3451 0.6802
P -0.87164 -0.79178 2.82648 0.1279 0.0597 0.9202
C 0.08562 -0.67094 4.42577 0.2333 0.1661 -0.5786
H -0.58557 -0.84299 5.27743 0.1867 -0.0293 -0.1971
H 0.53397 0.32458 4.51292 -0.1068 -0.2303 0.0121
H 0.88506 -1.42106 4.42396 -0.0759 0.0836 0.1167
C -2.35486 0.12028 3.42555 0.0424 0.2296 -0.4286
H -2.52928 -0.08477 4.48959 -0.0650 0.0065 -0.2743
H -3.22233 -0.18753 2.83214 -0.0448 0.0829 0.1344
H -2.16685 1.18834 3.27792 -0.1026 -0.1802 0.0995
C -1.50513 -2.49105 3.13286 -0.0119 -0.1218 -0.0876
H -2.24682 -2.72129 2.36019 -0.0238 -0.1737 0.1687
H -1.95993 -2.57038 4.12965 0.0570 -0.1336 -0.2594
H -0.67367 -3.20116 3.04454 -0.2073 -0.0082 0.0650
P -1.03280 2.63406 -0.67348 0.0464 -0.8231 -0.7307
C -0.38753 3.03829 -2.35355 0.0605 0.1810 -0.0686
H -1.03803 3.77763 -2.84381 0.3190 -0.0722 0.0132
H -0.34473 2.12201 -2.96560 -0.0335 0.3232 0.1400
H 0.63370 3.43513 -2.26122 -0.2690 -0.0618 -0.1313
C -2.82385 2.53469 -1.09243 -0.0508 -0.0185 0.3287
H -3.00010 1.76125 -1.85578 0.0917 0.2206 0.1507
H -3.18538 3.50700 -1.45503 -0.0477 -0.2543 0.0700
H -3.36759 2.24643 -0.18115 -0.0126 0.1555 -0.2882
C -0.90605 4.23726 0.18978 0.2129 -0.5554 0.2782
H -1.22621 5.05481 -0.46374 0.0284 -0.0723 0.1134
H 0.13681 4.34771 0.51837 -0.2658 0.1331 -0.0412
H -1.52800 4.16313 1.08973 0.1343 0.1766 -0.1600
Cl 0.88938 5.16094 4.41895 0.0086 -0.1561 0.1842
C 0.71598 3.39994 4.41454 -0.0786 -0.3530 -0.9070
Cl 2.07721 2.62218 5.27714 -0.1532 0.1693 0.0320
Cl -0.81666 2.95059 5.19122 0.2440 0.0776 -0.0030
C 0.79744 2.87486 2.87962 -0.5758 -0.3175 -0.5509
O 1.74420 3.38115 2.24051 -0.5521 -0.4008 0.4110
O -0.07339 2.04453 2.50390 1.0952 1.1048 0.6409
```
Positions in Å, forces in eV/Å.

***

# 3
This record from the Open Molecules 2025 dataset describes a structure of composition C26H45IrN7PS4. The level of theory is wB97M-V/def2-TZVPD.

Summary:
2S+1 ... 1
Gap between HOMO and LUMO ... 7.529 eV
Relative energy (zero: lowest compared OMol25 entry of this formula, charge and spin) ... 0.1755 eV
Calculated total energy ... -93594.5826 eV
HOMO ... -0.283 hartree
Charge ... 0

Structure (XYZ):
```
84
Properties=species:S:1:pos:R:3:forces:R:3
Ir -0.22225 -0.43737 0.42872 0.4015 -0.6495 -0.9347
S 0.12785 1.72182 -0.42953 -0.1448 0.4263 0.2028
C 1.82722 1.39974 -0.48033 -0.3190 -0.1695 -0.0102
S 2.08026 -0.14510 0.27893 0.1061 0.0895 -0.2285
C 2.80582 2.22773 -0.95587 -0.0678 -0.1147 0.0173
C 4.17071 1.83074 -0.87804 0.1045 0.0947 -0.0425
N 5.27515 1.51392 -0.80251 -0.0212 -0.0550 0.0201
C 2.47156 3.49945 -1.50046 -0.0109 0.0835 -0.0073
N 2.17327 4.52939 -1.91995 -0.0014 -0.0150 -0.0091
N 1.27903 -3.30655 0.96893 0.1078 0.0441 -0.0889
N 0.18978 -2.63259 0.29923 -0.4289 0.2941 0.5247
H 1.25302 -2.99430 1.93367 -0.0105 -0.0315 -0.0064
H 2.12965 -2.90084 0.58467 -0.0067 -0.0251 -0.0104
H -0.64413 -3.19715 0.43828 0.0431 -0.0746 -0.0452
H 0.37620 -2.64828 -0.70304 0.0913 -0.0497 -0.0051
C -3.08355 0.50253 -2.43171 -0.0032 -0.0018 0.0175
N -3.04937 -0.95383 -2.50371 -0.0964 -0.0367 0.1094
C -1.95799 -1.68134 -2.33173 -0.2335 0.1006 -0.0296
S -0.41479 -0.94294 -2.19558 0.4754 -0.1155 0.1659
N -2.08136 -3.01509 -2.28918 0.0273 0.0137 0.0390
C -3.33729 -3.73420 -2.42059 -0.0223 0.0041 -0.0410
H -4.09359 0.79515 -2.15394 0.0012 0.0074 -0.0113
H -2.81965 0.94249 -3.39236 0.0035 0.0003 0.0076
H -2.38429 0.85575 -1.67810 -0.0021 0.0001 0.0155
H -3.94475 -1.42065 -2.47478 0.0360 0.0041 0.0082
H -1.21577 -3.52085 -2.36240 -0.0027 -0.0106 0.0099
H -3.76030 -3.62677 -3.42327 0.0027 0.0160 0.0067
H -4.05617 -3.38274 -1.67790 0.0082 -0.0113 0.0284
H -3.15035 -4.78863 -2.23757 -0.0023 0.0042 0.0029
S -4.95446 -1.55477 0.52976 -0.0661 -0.0464 -0.0946
C -3.38442 -1.13823 0.51306 -0.0050 -0.0498 -0.0895
N -2.25968 -0.83294 0.50607 0.1930 0.1544 -0.1380
C -4.04110 2.54210 3.72951 -0.0017 0.0153 0.0320
C -3.14336 3.12924 2.63004 0.0008 -0.0006 0.0188
C -2.22058 2.06247 2.02521 -0.0069 0.0414 -0.0269
C -1.83101 1.04395 3.10730 0.0555 0.0024 -0.0904
C -3.07296 0.21930 3.49419 0.0028 -0.1437 -0.0206
C -4.34897 1.07885 3.43649 -0.0192 -0.0048 -0.0183
P -0.30028 0.12317 2.63698 0.0372 -0.0707 0.2566
C -0.17728 -1.45370 3.63321 -0.1612 0.0966 0.0658
C -1.17663 -2.53869 3.20110 -0.0023 0.0049 0.0026
C -0.74953 -3.92553 3.70624 0.0158 -0.0677 -0.0435
C -0.09298 -3.85076 5.09177 -0.0195 0.0040 0.0084
C -0.66016 -2.65870 5.84783 0.0272 -0.0197 0.0097
C -0.23911 -1.34302 5.17717 0.0693 0.0036 0.0194
C 1.05542 1.18329 3.35733 0.0174 -0.1223 -0.0119
C 0.85463 1.55499 4.86064 0.0010 0.0053 0.0343
C 0.69685 3.05685 5.09173 -0.0010 0.0099 0.0019
C 1.93644 3.82430 4.63249 -0.0040 -0.0165 0.0052
C 2.47213 3.23912 3.31469 0.0104 0.0165 0.0107
C 1.39015 2.45851 2.57384 -0.0168 0.0656 -0.0615
H -4.95992 3.12302 3.82022 -0.0042 -0.0014 -0.0049
H -3.53952 2.61332 4.70069 -0.0073 0.0043 0.0030
H -2.54530 3.94871 3.03785 0.0004 0.0025 -0.0040
H -3.75693 3.55819 1.83488 0.0003 0.0023 0.0023
H -1.34825 2.52857 1.56679 -0.0636 0.0192 0.0778
H -2.72866 1.52164 1.22327 0.0055 0.0434 0.0163
H -1.51824 1.61457 3.98692 0.0072 0.0046 0.0145
H -2.94666 -0.18405 4.50235 0.0216 0.0164 0.0257
H -3.19562 -0.63260 2.82452 0.0052 0.1151 0.1599
H -5.08103 0.68627 4.14408 -0.0047 -0.0148 -0.0179
H -4.80406 0.99011 2.44548 0.0188 0.0146 0.0232
H 0.83855 -1.77840 3.36514 -0.0253 -0.0147 0.0329
H -1.31689 -2.55218 2.12655 -0.0830 0.0550 0.0042
H -2.15357 -2.28826 3.61318 0.0149 -0.0128 0.0373
H -0.07168 -4.40506 2.99546 0.0000 0.0078 0.0011
H -1.63625 -4.56221 3.75172 -0.0072 0.0152 0.0100
H 0.99190 -3.73513 4.99854 -0.0040 0.0147 -0.0033
H -0.25624 -4.77907 5.64021 0.0142 -0.0051 -0.0072
H -0.32997 -2.64969 6.88770 0.0086 -0.0051 -0.0032
H -1.75091 -2.73848 5.87110 0.0017 0.0061 0.0074
H 0.74497 -1.05620 5.55240 -0.0409 0.0393 0.0087
H -0.93575 -0.56309 5.48198 -0.0550 -0.0348 -0.0133
H 1.93745 0.53572 3.27840 -0.0427 -0.0010 -0.0346
H 1.73056 1.20741 5.41612 -0.0124 0.0040 0.0212
H 0.00381 1.05063 5.30602 0.0341 0.0476 -0.0420
H 0.50247 3.24041 6.15046 0.0036 -0.0074 0.0002
H -0.18596 3.41764 4.55533 -0.0040 -0.0009 0.0062
H 2.70648 3.77106 5.40563 0.0003 0.0063 -0.0006
H 1.69146 4.88121 4.51167 -0.0098 -0.0043 -0.0107
H 3.31000 2.56332 3.51187 0.0065 -0.0022 -0.0136
H 2.86182 4.02765 2.67021 0.0010 0.0046 0.0050
H 1.73402 2.21746 1.57733 0.0263 -0.0006 0.1521
H 0.50395 3.08749 2.45247 0.0324 -0.0180 -0.0298
```
Positions in Å, forces in eV/Å.